# C30H46O3

The molecule C30H46O3 (the ωB97M-V functional and the def2-TZVPD basis, the OMol25 dataset).

- Kohn-Sham gap (eV) = 8.45
- DFT total energy (eV) = -37997.707
- ΔE to the lowest compared entry with this formula, charge and spin (kJ/mol) = 331.2

ORCA input file:
```
! wB97M-V def2-TZVPD RIJCOSX def2/J DEFGRID3
* xyz 0 1
H 2.13090 -3.75221 -3.25366
H -1.79815 -3.44487 -1.63538
H 0.01243 -4.90986 -2.71874
H -6.31664 1.58899 4.65565
H -7.71600 2.22988 3.80399
H 1.38879 -2.79791 0.34870
C 4.70589 0.73509 -3.52473
H 3.77782 0.36290 -3.91884
H -7.56200 2.47119 5.54989
C -3.67076 5.39662 3.59331
C 1.57685 -3.47865 -2.35246
C 6.67159 -2.25189 -2.65205
H -0.26975 -3.33127 -3.43361
H 6.48796 -3.32288 -2.56985
C -4.57050 2.61535 2.91184
H 7.40241 -2.38551 -0.61138
O 8.95320 -2.05111 -1.80223
O -6.53921 3.52814 1.95928
C -3.36763 -0.15285 0.83194
H -3.76723 -2.69316 -0.10989
C -5.57498 3.73119 2.98200
C -1.52063 -1.10207 -0.50210
C 4.21625 -2.06690 -2.32307
H -2.18937 -1.18280 -1.36662
C -2.37784 -1.27616 0.76220
H -0.73658 0.67312 0.48633
H 6.57574 -0.21853 -0.42712
H -6.97019 4.56473 4.40331
H -4.04393 -0.07502 -0.00971
C -7.01394 2.42190 4.61176
C -0.35482 -2.09219 -0.72660
C 5.57384 -0.05188 -2.89376
C 2.95966 -1.40324 -2.09533
H 0.66742 -1.35424 1.04498
H -3.27935 6.38025 3.34210
H 3.01380 -0.33864 -1.91869
H -5.62523 5.88422 2.84727
H -2.46874 -3.44814 0.81880
H -5.11490 1.86766 1.04457
H 9.21738 -1.50970 -2.55535
C 0.48440 -1.30327 -1.75936
C -0.75179 -3.45451 -1.32648
C -4.44880 1.77182 1.88927
C -3.47401 0.70945 1.84147
H 1.32895 0.21838 -0.47288
H -1.46916 1.00184 -1.07041
H -3.93474 5.39887 4.64784
H 7.18517 -2.07332 -3.60235
H 7.65835 0.35508 -3.23002
C 0.10476 -3.83627 -2.54071
C -0.84792 0.28998 -0.52805
C 0.52490 0.11655 -1.20117
H -4.57169 5.09044 1.67109
H -5.51956 3.87693 5.14016
H -0.10355 -1.26928 -2.68561
H 0.68984 0.85379 -1.98626
H -2.88297 4.66636 3.43043
H -3.92399 2.53138 3.77451
H -1.73464 -1.23100 1.64533
H 8.27481 0.12758 -0.77758
C 7.60148 -1.78892 -1.50726
C 1.76617 -2.01026 -2.06168
C -6.26701 3.72693 4.36088
H 1.98938 -4.07122 -1.52912
C 5.38609 -1.47539 -2.62617
H -0.64352 -4.23025 -0.56636
H -7.19287 4.23312 2.02313
C 6.91924 0.48377 -2.42739
C 7.35857 -0.30431 -1.18519
O 6.91014 1.87189 -2.19358
H -0.11192 -2.91793 1.26262
C 0.44610 -2.30100 0.56187
H 6.23831 2.06319 -1.52904
H -3.79461 -2.63682 1.65173
C -4.88035 5.09183 2.71935
H 4.93238 1.77424 -3.69854
H 4.22240 -3.14018 -2.18083
C -3.14614 -2.60079 0.77849
H -2.80579 0.63176 2.69108
*
```

Here are the natural (NBO) charges for atoms 1 to 5, given in e: 0.22 0.21 0.21 0.21 0.22

# C30H46O9

C30H46O9 as an isolated structure at a distorted geometry (the ωB97M-V functional and the def2-TZVPD basis, the OMol25 dataset).

- Kohn-Sham gap (eV) = 8.56
- DFT total energy (eV) = -50254.442
- ΔE to the lowest compared entry with this formula, charge and spin (kJ/mol) = 0.0

ORCA input file:
```
! wB97M-V def2-TZVPD RIJCOSX def2/J DEFGRID3
* xyz 0 1
H 3.98668 2.74089 4.25063
C 1.17969 1.27795 1.21185
H 0.08191 -3.43683 0.22276
C -0.66737 -0.31060 1.14345
H -3.93698 -7.01211 -0.99313
C -4.77329 -2.61307 -2.65672
C 0.26861 -1.46461 0.72106
C 2.26561 5.89800 2.54419
H 0.70750 0.14171 -1.59688
C 4.58405 6.27057 1.81534
H -4.99401 -0.51432 -2.90987
C -5.06140 -3.82952 -3.44380
C 1.17081 -0.67662 -1.54064
C -0.51535 -2.66488 -0.05749
H -0.75891 1.52509 1.89146
C -5.18026 -1.24189 -3.38597
C -5.04583 -6.49312 -0.85302
H 2.87537 4.00311 4.60775
H 2.35547 4.68601 -0.00860
C 3.09277 2.93138 1.26197
H 4.42466 1.17026 2.01830
H 4.09074 4.07010 -0.54834
C 3.68283 3.93039 2.37946
H 2.39513 -0.19595 1.77533
H -0.02747 0.27856 2.93385
C -2.56662 -3.54235 -2.16381
O 1.72561 8.32975 2.44769
C 2.37171 0.03553 0.66469
H -5.01300 -2.57344 -1.57777
H -2.78199 -4.70386 -3.70776
O 3.97462 7.42819 1.69778
C -4.59959 -4.95419 -2.98688
H 3.06381 0.95536 -0.74979
C 2.49338 7.39348 2.30615
C 2.37468 -2.19725 0.19396
O -1.32602 -3.43340 -2.18787
H -6.44041 -1.34679 -3.56723
H 0.14265 3.41380 1.86911
O 1.03012 3.44368 1.66497
H -5.00948 -3.77021 -4.42228
O -3.25787 -2.62800 -2.62193
H 2.13720 -3.33686 -0.22410
C 3.03233 3.16021 3.76466
H 1.20976 -2.95757 -2.03913
H -0.34593 -2.23095 2.54731
H -1.60456 -1.61372 -1.20002
H 2.25824 -0.68135 -1.84114
O -2.43471 -5.84876 -2.12198
H -1.58783 -2.76999 0.50608
H 5.44218 6.18697 2.25713
H -1.08985 0.06465 -0.15876
H -6.78523 -4.40150 -2.69586
C -0.57616 -2.39034 -1.37656
O -5.08495 -5.17196 -1.53945
H 3.36402 -2.02370 -0.33420
C 0.74022 -1.90337 -2.16296
C 3.41064 0.54717 0.16199
H 0.91722 1.71215 0.11226
H 1.45032 5.46160 2.90270
H -4.54297 -1.35176 -4.47013
H -4.93513 -5.95115 -3.29869
H -1.71723 -0.69317 1.51856
C 1.50332 -1.04658 0.22389
C -0.02060 0.72229 1.81476
H 2.83724 -2.43572 1.35668
H 4.11945 -0.30996 0.28926
H 4.71948 3.69209 2.38888
C 1.96270 2.20277 3.50677
O -6.55668 -3.96875 -3.41994
C 3.59863 5.30891 2.24648
C -3.04856 -4.78875 -2.79343
C 3.14871 3.63360 -0.12093
H -1.32530 -5.69987 -2.27919
H -5.44702 -6.52418 0.01406
H -3.13576 -3.64465 -1.12209
O 0.46833 -1.98331 2.07929
H 0.36090 -1.49060 -3.06331
H 2.37125 1.19345 3.45128
H 4.78315 5.96255 0.62559
H 2.60853 3.03114 -0.84535
H 4.98384 2.10327 0.70222
C 1.75815 2.56951 1.76520
H -5.64857 -7.26834 -1.57095
H 1.27561 2.43674 4.00176
C 3.93487 1.82828 0.99879
*
```

Here are the natural (NBO) charges for atoms 1 to 5, given in e: 0.21 -0.21 0.21 -0.33 0.21

# C30H47AsCoN4S2SbSi3

C30H47AsCoN4S2SbSi3 as an isolated structure (the ωB97M-V functional and the def2-TZVPD basis, the OMol25 dataset).

- Kohn-Sham gap (spin up / spin down) (eV) = 7.66 / 7.54
- DFT total energy (eV) = -188138.375
- expectation value of S² = 3.764

ORCA input file:
```
! wB97M-V def2-TZVPD RIJCOSX def2/J DEFGRID3
* xyz 1 4
C 3.83331 -1.91698 3.36574
H -3.61197 -1.65611 0.42226
C -5.29132 0.76718 -2.28808
C -0.24588 -4.83080 0.15729
H -1.42770 0.03854 -4.69741
C 3.54260 0.02950 -0.97220
H -5.07393 3.26316 -0.82104
H 3.26964 -4.39927 1.68157
C 1.72718 -5.78546 1.14988
H 2.88252 -1.79052 3.87345
N 1.08778 2.72966 3.48410
H -5.28513 -1.69854 -0.14864
C 3.05570 -1.62960 -3.13827
H -0.75810 -0.31419 5.59269
As 2.23535 -1.60199 1.01238
H 2.28268 -6.64892 1.48940
C -1.10934 0.70416 5.41975
H 4.92296 -2.18509 5.19167
H 7.09807 -2.46935 4.05000
H 7.21848 -2.37033 1.58471
H 2.12316 -2.95276 -1.73507
H 0.02272 -6.92080 0.50884
C -0.49371 0.45788 -4.32495
H -4.21290 -2.30652 -2.96396
C 2.63583 -2.00894 -1.87036
S -0.63832 -2.19163 -0.39234
H -3.59647 3.66685 2.29205
H -0.42467 -0.92665 2.89906
H 4.49844 1.33640 -2.37631
H -2.23514 2.55462 2.35068
H 0.11450 0.74066 -5.18806
H -3.83577 1.97770 1.84093
H -3.22489 -1.13768 -3.83740
C 3.89637 -1.86546 1.97547
C 6.20061 -2.29990 3.47052
C 2.87494 -1.17918 -0.78089
C -3.40533 -1.57779 -2.85695
H 1.71854 3.51029 3.40479
H 3.75028 0.67855 -0.12835
H 4.05167 -0.13736 -4.31381
C -4.22856 3.94773 -0.83922
H -1.16681 4.88216 -1.03512
H -1.08598 1.24672 6.36060
N -0.69962 -0.04805 2.46704
H 0.70112 3.53669 -2.04392
S 1.25537 1.88468 0.89652
C 0.46148 -5.93585 0.59885
N 0.47669 2.45677 4.67751
Si -3.90402 -0.28485 -1.61519
C 3.71973 -0.42563 -3.32519
H 2.86804 -2.28229 -3.98074
C 1.57311 -3.40403 0.81884
Co -0.02799 -0.18612 0.37435
Si -0.78624 1.95195 -3.25423
C -0.24291 1.40902 4.44855
H -2.14045 0.65821 5.06629
C 0.29783 -3.55099 0.26786
H -4.70514 -0.28812 0.73497
H -2.92799 2.80854 -4.18257
H -1.22782 -4.95040 -0.28227
C 0.76713 1.88000 2.50587
C 5.11952 -2.02800 1.33612
N -0.09345 1.01925 3.12814
C 6.26844 -2.24262 2.08669
H 0.03843 -0.32369 -3.77823
C -1.37359 4.55617 -0.01383
H 5.18232 -1.99657 0.25580
H 1.50284 1.98292 -2.31581
H -1.69819 5.43292 0.55254
H -4.96144 1.42926 -3.08933
H -6.07123 0.11735 -2.69252
H 1.33576 3.13265 -3.64451
Sb -1.82821 1.13375 -1.07185
C 4.98023 -2.13974 4.11231
C 3.96926 0.40228 -2.23933
C -1.91332 3.19275 -4.07090
H -2.50700 -2.10859 -2.54167
C -3.13615 2.81415 1.78708
C 2.28006 -4.51910 1.25788
C 0.83698 2.72532 -2.76090
Si -2.71992 3.26329 0.01211
C -4.41850 -1.05084 0.00730
H -1.53563 3.43549 -5.06711
H -5.74571 1.37370 -1.50482
H -1.71153 0.05505 2.49442
H -1.95919 4.12126 -3.49940
H -4.52391 4.86085 -0.31481
H -0.43863 4.19123 0.41061
H -4.02797 4.21005 -1.87791
*
```

Here are the Löwdin charges for atoms 1 to 5, given in e: -0.13 0.00 -0.22 -0.12 0.02